ORCA calculation (the ωB97M-V functional and the def2-TZVPD basis) on C8H8N2O3S in the gas phase at a distorted geometry.

Geometry (Å):
C: 1.07862 -1.71762 -1.29040
C: -0.47253 2.56101 1.05403
N: 0.38835 -1.40921 -0.02610
H: 1.97453 -1.13585 -1.57374
C: 0.24478 -0.04981 0.29648
H: 0.01201 -0.40335 2.49299
O: -1.87513 -2.24714 2.36235
S: 0.64877 0.91042 -2.44404
C: -0.06415 2.25996 -0.25780
H: 0.10554 2.97503 -0.97455
H: -0.73255 3.56994 1.31511
H: -0.77481 1.75776 3.07189
C: -0.02773 0.30330 1.60206
N: -1.18126 -1.92544 1.42796
C: -0.28331 -2.38457 0.61278
C: -0.44795 1.52748 2.02513
C: 0.28675 0.98685 -0.64308
O: 0.40930 2.19782 -3.04597
H: 1.23958 -2.88938 -1.30115
H: 0.26859 -1.44823 -2.06630
H: -0.34963 -3.39457 0.13512
O: -0.44777 -0.04439 -2.77276

Output
Maximum force (eV Å⁻¹): 3.92
Energy above the lowest of the compared OMol25 structures with the same formula, charge and spin (kJ/mol): 644.41